{
  "formula": "C28H47Cl3N2O3PPmSi",
  "method": "ωB97M-V with the def2-TZVPD basis set",
  "homo_energy_ev": [-7.9, -7.9],
  "spin_multiplicity": 5,
  "homo_lumo_gap_ev": [8.1, 8.2],
  "total_charge": 0,
  "elements": ["C", "C", "H", "H", "H", "C", "C", "H", "H", "H", "H", "Pm", "Cl", "Cl", "H", "H", "C", "C", "N", "H", "C", "O", "H", "H", "H", "H", "H", "H", "C", "C", "N", "H", "C", "O", "H", "H", "H", "H", "O", "C", "C", "C", "H", "C", "H", "C", "H", "C", "C", "H", "H", "H", "Si", "Cl", "C", "C", "C", "H", "H", "H", "H", "H", "H", "H", "H", "H", "C", "P", "C", "C", "C", "C", "C", "C", "C", "H", "H", "H", "H", "H", "H", "H", "H", "H", "H", "H"],
  "positions_angstrom": [[3.45858, 1.88837, 0.31597], [2.45457, 2.97879, 0.29516], [4.33738, 2.11127, -0.29684], [3.01738, 0.93721, -0.02614], [3.80046, 1.71578, 1.34998], [2.61307, 4.20892, -0.19222], [3.85214, 4.76912, -0.79845], [1.78139, 4.91361, -0.12631], [4.66459, 4.03769, -0.89506], [4.23570, 5.61182, -0.20175], [3.65037, 5.17944, -1.80032], [-0.41069, -0.02010, 0.06577], [-0.07977, -0.22142, 2.50442], [1.63246, -1.33720, -0.45024], [-3.84810, -4.32299, 0.36832], [-2.02937, -5.44866, 1.87020], [-3.02637, -4.02408, -0.29625], [-1.29444, -5.08982, 1.14171], [-1.79253, -3.91352, 0.47267], [-3.25071, -3.06483, -0.75679], [-1.14156, -2.78225, 0.54591], [-1.61344, -1.78546, -0.05392], [-0.36452, -4.83989, 1.65980], [-0.20391, -2.76315, 1.12200], [-2.90711, -4.79398, -1.06883], [-1.09961, -5.88289, 0.41192], [2.34100, 1.72059, -2.42191], [1.03979, 3.85496, -2.80239], [1.62345, 1.17088, -3.05141], [0.40119, 3.27653, -3.48732], [0.35679, 1.88823, -3.06643], [1.47871, 0.17374, -2.63412], [-0.74630, 1.39846, -2.53127], [-0.84917, 0.22991, -2.09054], [-0.61155, 3.69766, -3.47674], [-1.60898, 2.07126, -2.52186], [2.01413, 1.11287, -4.07603], [0.80991, 3.34481, -4.50237], [0.56040, 1.88436, -0.13813], [1.11384, 2.55482, 0.85052], [-0.75039, 4.18760, 0.34475], [0.17139, 3.67629, 1.24998], [-0.84983, 3.71339, -0.63226], [-1.56710, 5.26003, 0.71125], [1.29566, 1.94174, 1.74951], [0.27166, 4.22443, 2.52280], [-2.28987, 5.64996, -0.00342], [-1.46152, 5.81592, 1.98098], [-0.53932, 5.28977, 2.88702], [0.99880, 3.81197, 3.22012], [-2.09240, 6.65489, 2.26436], [-0.45139, 5.71594, 3.88325], [4.91037, -5.00862, -1.77865], [6.49192, -3.68487, -2.01554], [3.86122, -4.91367, -3.32286], [3.95379, -4.47795, -0.26817], [5.63706, -6.72055, -1.55877], [3.47407, -3.89599, -3.47297], [3.00145, -5.59588, -3.25713], [4.44227, -5.18765, -4.21475], [6.23559, -7.01317, -2.43316], [4.84401, -7.47074, -1.42645], [6.29089, -6.76178, -0.67611], [3.56088, -3.45636, -0.38478], [4.58880, -4.49506, 0.62946], [3.09840, -5.14689, -0.08732], [-4.85316, 1.18627, -0.21088], [-3.16897, 0.83813, 0.36622], [-3.03427, 2.49957, 1.11196], [-3.65720, -0.36758, 1.66676], [-4.44827, -1.47249, 1.31887], [-4.88076, -2.34622, 2.30780], [-4.52141, -2.13160, 3.64156], [-3.72872, -1.03862, 3.97535], [-3.29897, -0.15391, 2.99263], [-4.81234, 2.00414, -0.92971], [-5.50231, 1.46453, 0.63504], [-5.25155, 0.30380, -0.69913], [-3.92386, 2.74822, 1.67044], [-2.15922, 2.55400, 1.76458], [-2.97551, 3.18294, 0.23822], [-4.75434, -1.64811, 0.28116], [-5.50999, -3.19916, 2.04589], [-4.86847, -2.81653, 4.41680], [-3.45098, -0.86115, 5.01427], [-2.68526, 0.70021, 3.27031]],
  "lowdin_spin": [0.00, 0.00, 0.00, 0.00, 0.00, 0.00, 0.00, 0.00, 0.00, 0.00, 0.00, 4.02, -0.01, -0.01, 0.00, 0.00, 0.00, 0.00, 0.00, 0.00, 0.00, 0.00, 0.00, 0.00, 0.00, 0.00, 0.00, 0.00, 0.00, 0.00, 0.00, 0.00, 0.00, 0.00, 0.00, 0.00, 0.00, 0.00, -0.01, 0.00, 0.00, 0.00, 0.00, 0.00, 0.00, 0.00, 0.00, 0.00, 0.00, 0.00, 0.00, 0.00, 0.00, 0.00, 0.00, 0.00, 0.00, 0.00, 0.00, 0.00, 0.00, 0.00, 0.00, 0.00, 0.00, 0.00, 0.00, 0.00, 0.00, 0.00, 0.00, 0.00, 0.00, 0.00, 0.00, 0.00, 0.00, 0.00, 0.00, 0.00, 0.00, 0.00, 0.00, 0.00, 0.00, 0.00]
}

=====

{
  "formula": "C28H47N4O10P2SSi2TeZr",
  "method": "ωB97M-V with the def2-TZVPD basis set",
  "homo_energy_ev": -9.7,
  "spin_multiplicity": 1,
  "homo_lumo_gap_ev": 7.2,
  "total_charge": 1,
  "elements": ["Zr", "N", "C", "C", "P", "O", "O", "O", "P", "O", "O", "O", "H", "H", "H", "H", "H", "H", "H", "H", "N", "C", "C", "O", "O", "H", "H", "H", "H", "C", "C", "C", "C", "C", "C", "C", "S", "O", "O", "N", "C", "C", "C", "C", "C", "C", "C", "C", "N", "C", "H", "H", "H", "H", "H", "H", "H", "H", "H", "H", "H", "H", "H", "C", "Si", "C", "C", "C", "Te", "C", "Si", "C", "C", "C", "H", "H", "H", "H", "H", "H", "H", "H", "H", "H", "H", "H", "H", "H", "H", "H", "H", "H", "H", "H", "H", "H"],
  "positions_angstrom": [[0.11450, -0.15651, 0.22034], [4.51166, -2.14884, 0.15272], [3.07180, -2.33817, -0.31811], [3.03872, -3.45269, -1.35095], [2.03916, -2.81324, 1.21244], [3.25571, -2.71001, 2.29811], [1.60643, -4.20580, 1.07381], [1.10266, -1.65744, 1.56106], [2.58140, -0.71218, -0.99035], [3.92226, -0.32832, -1.75232], [2.35807, 0.13367, 0.25889], [1.32151, -0.72327, -1.79498], [5.15433, -2.27915, -0.62938], [4.70098, -2.81009, 0.91305], [4.66554, -1.21486, 0.54191], [3.37240, -4.39655, -0.92013], [3.64692, -3.19623, -2.22216], [2.00777, -3.58972, -1.67424], [3.11001, -3.32627, 3.03180], [3.85946, 0.42690, -2.36281], [0.56687, 0.50253, 2.94532], [0.44407, 1.94969, 3.05521], [0.38445, 2.52504, 1.65067], [0.83338, 3.58299, 1.30906], [-0.25403, 1.67154, 0.84882], [0.16074, 0.01542, 3.73236], [1.53398, 0.20988, 2.87529], [1.24105, 2.44246, 3.61379], [-0.51177, 2.19128, 3.52595], [-1.06123, -7.08043, 4.05262], [-1.18317, -5.95942, 3.06091], [-1.42856, -6.22235, 1.71690], [-1.52898, -5.19601, 0.79307], [-1.35866, -3.88865, 1.22633], [-1.12279, -3.59507, 2.56143], [-1.04367, -4.63380, 3.46956], [-1.51723, -2.62406, 0.02952], [-0.20288, -2.28738, -0.58708], [-2.50875, -3.05111, -0.90929], [-1.79403, -1.22529, 0.76188], [-3.04363, -1.11542, 1.46599], [-3.86200, -2.18331, 1.72354], [-5.04787, -2.04645, 2.48207], [-5.43110, -0.83939, 2.97826], [-4.65258, 0.30241, 2.67150], [-5.02713, 1.60277, 3.08082], [-4.28385, 2.67949, 2.69812], [-3.15632, 2.44581, 1.88173], [-2.77432, 1.25748, 1.50051], [-3.48224, 0.17577, 1.89351], [-1.63397, -7.95202, 3.73991], [-1.40837, -6.77537, 5.03898], [-0.01857, -7.38971, 4.14969], [-1.55637, -7.24666, 1.39000], [-1.74400, -5.40559, -0.24456], [-1.01942, -2.56757, 2.88030], [-0.88273, -4.41474, 4.51841], [-3.64153, -3.17337, 1.35495], [-5.64220, -2.93091, 2.66507], [-6.32653, -0.73056, 3.57563], [-5.91453, 1.72508, 3.68973], [-4.54824, 3.68610, 2.98871], [-2.55905, 3.28323, 1.52814], [2.35023, 5.11913, -4.28853], [3.52880, 4.55181, -2.96165], [4.52026, 3.08379, -3.58314], [4.67651, 5.93261, -2.46737], [2.59098, 3.96142, -1.44731], [1.24739, 2.39176, -1.92306], [-0.56317, 3.42961, -2.19357], [-1.78982, 2.18173, -2.87559], [-3.50760, 2.88908, -2.91247], [-1.23115, 1.64792, -4.56876], [-1.85734, 0.69291, -1.70293], [2.89545, 5.35760, -5.20391], [1.80198, 6.01365, -3.98866], [1.62667, 4.33806, -4.53299], [5.26394, 3.39196, -4.32025], [3.86602, 2.35657, -4.07131], [5.06414, 2.59720, -2.76722], [5.27937, 6.26795, -3.31321], [5.35842, 5.61721, -1.67529], [4.11579, 6.79321, -2.09862], [2.00748, 4.72172, -0.92657], [3.27984, 3.54513, -0.70704], [-0.40507, 4.24940, -2.89477], [-0.84240, 3.81472, -1.21157], [-3.54824, 3.77528, -3.54870], [-3.83758, 3.18029, -1.91326], [-4.22285, 2.16478, -3.30433], [-0.88715, 2.50696, -5.14902], [-2.04885, 1.17968, -5.11940], [-0.40808, 0.93314, -4.51791], [-1.99578, 1.02558, -0.66529], [-1.02087, -0.01934, -1.84269], [-2.74083, 0.09196, -1.93563]],
  "lowdin_charge": [1.86, 0.18, -0.46, -0.06, 0.41, -0.15, -0.23, -0.45, 0.27, -0.10, -0.42, -0.40, 0.16, 0.15, 0.16, 0.09, 0.09, 0.10, 0.10, 0.08, 0.01, -0.13, -0.59, 0.10, -0.36, 0.10, 0.08, 0.13, 0.13, -0.04, -0.25, -0.01, -0.03, -0.33, -0.08, -0.02, 0.64, -0.45, -0.24, -0.24, -0.22, -0.03, -0.05, -0.03, -0.15, -0.01, -0.04, -0.12, 0.09, -0.16, 0.08, 0.08, 0.09, 0.12, 0.12, 0.11, 0.12, 0.10, 0.11, 0.12, 0.12, 0.11, 0.12, -0.18, 0.37, -0.20, -0.18, -0.56, 1.37, -0.54, 0.39, -0.17, -0.18, -0.21, 0.04, 0.04, 0.01, 0.04, 0.01, 0.03, 0.04, 0.03, 0.04, 0.02, 0.02, 0.02, 0.02, 0.04, 0.03, 0.04, 0.04, 0.04, 0.03, 0.00, 0.00, 0.07]
}

=====

Values for calculated total energy, a.u., ordered as above
-4050.38318, -4041.79422